Record 1
A 14-piece molecular cluster, C68H110F6O8 overall in a non-equilibrium geometry. Source: OMol25; level of theory: ωB97M-V/def2-TZVPD.

ORCA input file:
```
! RIJCOSX wB97M-V def2-TZVPD def2/J DEFGRID3
* xyz 0 1
F 13.5570 9.3806 11.5662
C 13.2888 10.6888 11.4697
C 12.9244 11.2528 10.2712
C 12.5093 12.5679 10.2372
C 12.6359 13.3722 11.3658
C 13.0078 12.8633 12.5945
C 13.2982 11.4822 12.6302
H 12.7660 10.6349 9.3997
H 12.1262 12.9789 9.3148
H 12.3590 14.4161 11.3692
H 13.0577 13.3890 13.5366
H 13.6157 10.9371 13.5068
F 14.4891 10.6259 15.7563
C 15.7573 10.8747 15.5601
C 16.1733 11.7456 14.5092
C 17.5447 12.0525 14.3961
C 18.4505 11.4339 15.2651
C 18.0180 10.5173 16.2547
C 16.6626 10.2058 16.3687
H 15.5311 12.1746 13.7542
H 17.8424 12.6796 13.5688
H 19.5137 11.6123 15.2005
H 18.7336 10.0391 16.9070
H 16.2422 9.6009 17.1585
F 10.5172 18.7204 25.6226
C 11.3848 17.8876 25.0074
C 12.6680 17.7695 25.5597
C 13.5930 16.8458 25.0092
C 13.2065 16.0983 23.8862
C 11.9083 16.1758 23.3887
C 11.0032 17.1637 23.8973
H 12.9809 18.3193 26.4351
H 14.5827 16.7461 25.4299
H 13.9335 15.4095 23.4818
H 11.6908 15.6155 22.4914
H 9.9983 17.1876 23.5025
F 13.5811 14.5367 20.7035
C 13.7717 14.4836 19.3633
C 14.8614 13.8120 18.8784
C 15.0980 13.6332 17.4849
C 14.1313 14.1100 16.6279
C 13.0876 14.8791 17.1111
C 12.8717 15.0171 18.4846
H 15.6766 13.4992 19.5140
H 15.8859 13.0446 17.0385
H 14.3897 14.0054 15.5845
H 12.4677 15.3295 16.3500
H 12.0112 15.5384 18.8773
F 9.0002 9.5732 19.5829
C 9.7694 10.2331 18.7047
C 9.3109 10.4447 17.3947
C 9.9986 11.2685 16.4889
C 11.2065 11.8485 16.8663
C 11.7551 11.5839 18.1343
C 10.9497 10.8765 19.0837
H 8.3184 10.1926 17.0515
H 9.5691 11.4968 15.5246
H 11.7913 12.4498 16.1860
H 12.7241 11.9436 18.4475
H 11.3914 10.8133 20.0672
F 16.4440 14.8264 13.8538
C 17.0160 15.9850 14.1724
C 17.1472 16.3886 15.5127
C 17.6034 17.6670 15.7960
C 18.1098 18.4599 14.7614
C 18.0395 18.0061 13.4454
C 17.3813 16.8163 13.1264
H 16.7843 15.8268 16.3607
H 17.6806 17.9530 16.8346
H 18.4663 19.4466 15.0180
H 18.3100 18.6263 12.6037
H 17.0986 16.5730 12.1128
C 17.6885 10.0429 20.7355
C 16.2840 10.4148 20.3072
O 15.4266 9.2679 19.9607
C 14.1722 9.5465 19.3937
C 13.6652 8.2367 18.7702
H 17.6190 9.6875 21.7636
H 17.9648 9.2260 20.0688
H 18.4185 10.8514 20.6965
H 15.7658 11.0605 21.0162
H 16.3012 10.9009 19.3318
H 13.4339 9.8492 20.1363
H 14.1914 10.3130 18.6189
H 13.5861 7.4622 19.5331
H 14.3780 7.8919 18.0211
H 12.6838 8.4450 18.3443
C 17.6906 13.5768 22.4463
C 16.5245 13.8029 23.4114
O 16.9752 14.0090 24.7566
C 15.9901 13.8104 25.7796
C 16.5357 14.1754 27.1482
H 18.2788 14.4862 22.3235
H 18.3223 12.7469 22.7629
H 17.3103 13.2096 21.4931
H 15.8043 14.5371 23.0502
H 15.9128 12.9062 23.3124
H 15.1060 14.4065 25.5532
H 15.6792 12.7677 25.8447
H 15.8057 14.0292 27.9444
H 16.8024 15.2322 27.1457
H 17.4319 13.5932 27.3626
C 8.3913 10.7362 23.0642
C 9.8327 10.2180 23.2501
O 10.7322 11.1492 22.7280
C 12.0844 10.7676 22.7268
C 12.9352 11.9447 22.2473
H 8.1096 10.8213 22.0146
H 7.7076 10.0032 23.4923
H 8.1665 11.6598 23.5975
H 9.9888 10.0497 24.3156
H 9.8162 9.2315 22.7868
H 12.3532 10.5198 23.7536
H 12.2738 9.9058 22.0868
H 12.8321 12.7886 22.9294
H 12.6514 12.2126 21.2296
H 14.0113 11.7731 22.2224
C 9.8141 18.9945 16.4161
C 11.0597 18.1624 16.6672
O 12.0193 19.1127 17.0893
C 13.3202 18.5761 17.3170
C 14.2193 19.8112 17.6095
H 9.0891 18.3304 15.9456
H 9.3418 19.4236 17.2998
H 9.9888 19.7492 15.6493
H 10.9444 17.3013 17.3256
H 11.4202 17.7793 15.7126
H 13.3073 17.8914 18.1650
H 13.7289 18.0475 16.4558
H 15.1007 19.5228 18.1822
H 13.7653 20.5403 18.2806
H 14.6211 20.3225 16.7347
C 7.5805 21.5771 19.3820
C 7.5991 20.1878 19.9664
O 8.9573 19.9688 20.3240
C 9.1712 18.6502 20.6838
C 10.6634 18.5327 20.5613
H 7.8503 22.3867 20.0602
H 8.1632 21.7316 18.4739
H 6.5944 21.8726 19.0236
H 7.0229 20.2621 20.8887
H 7.1564 19.4549 19.2918
H 8.9865 18.4533 21.7399
H 8.6968 17.9071 20.0429
H 11.2400 19.2084 21.1931
H 10.9711 18.6859 19.5269
H 11.0269 17.5230 20.7521
C 13.6605 16.7415 13.4983
C 12.1133 16.7707 13.2087
O 11.6163 15.6314 13.8746
C 10.2374 15.5008 13.6470
C 9.7809 14.1264 14.1061
H 14.1328 17.6977 13.2730
H 13.9154 16.5810 14.5458
H 14.1448 15.9415 12.9383
H 11.6618 17.6914 13.5781
H 11.9860 16.7079 12.1280
H 9.6837 16.2954 14.1471
H 10.0636 15.4882 12.5710
H 8.7130 14.0348 13.9078
H 9.9137 13.9868 15.1789
H 10.1905 13.3166 13.5024
C 8.9149 14.1831 21.6578
C 9.4863 13.8777 20.2374
O 8.8248 14.7402 19.3911
C 9.1634 14.6898 17.9960
C 8.3023 15.6786 17.2455
H 8.8957 15.2451 21.9023
H 7.8921 13.8626 21.8558
H 9.5455 13.6551 22.3732
H 10.5550 14.0748 20.1530
H 9.3349 12.8316 19.9713
H 10.2063 14.9731 17.8542
H 9.1159 13.7259 17.4893
H 8.4204 16.6244 17.7743
H 7.2595 15.3717 17.1654
H 8.7696 15.8534 16.2763
C 18.8374 12.9797 18.4772
C 18.8198 14.4742 18.2743
O 17.8124 15.0181 19.1990
C 18.0168 16.3740 19.6120
C 16.7427 16.7912 20.2258
H 19.1189 12.8170 19.5175
H 17.9025 12.4687 18.2471
H 19.5073 12.4570 17.7945
H 19.7833 14.9440 18.4723
H 18.4319 14.6620 17.2732
H 18.8441 16.4185 20.3204
H 18.2842 16.9497 18.7259
H 15.9198 16.7743 19.5113
H 16.8055 17.8417 20.5099
H 16.6400 16.2271 21.1528
*
```

Gap between HOMO and LUMO, eV: 9.761
Lowest unoccupied orbital energy, eV: 0.6
Max |F|, eV/A: 2.96
HOMO, eV: -9.19



Record 2
A 2-piece molecular cluster, C5H14N3 overall in a non-equilibrium geometry. Source: OMol25; level of theory: ωB97M-V/def2-TZVPD.

ORCA input file:
```
! RIJCOSX wB97M-V def2-TZVPD def2/J DEFGRID3
* xyz 2 2
C -0.4748 -0.8903 -2.8047
N -0.5513 0.1061 -1.7119
C -1.4908 1.0058 -1.6443
N -1.5733 2.0329 -0.8233
H -0.6366 -1.8874 -2.4082
H 0.4776 -0.7749 -3.3159
H -1.2407 -0.6449 -3.5355
H 0.1540 0.0222 -0.9805
H -2.3170 0.9246 -2.3408
H -0.9621 2.0665 -0.0229
H -2.3505 2.6555 -0.9838
C 1.6883 0.9307 0.5952
C 0.8005 0.2460 1.3992
N 1.1648 -0.4172 2.4822
C 0.4300 -1.6454 2.8657
H 2.7468 0.7050 0.6997
H 1.4333 1.6824 -0.1413
H -0.2801 0.2467 1.2599
H 2.1791 -0.5665 2.4531
H 0.7487 -1.9642 3.8560
H -0.6258 -1.4049 2.9510
H 0.6799 -2.4287 2.1512
*
```

Gap between HOMO and LUMO (alpha / beta), eV: 11.035 / 7.422
Lowest unoccupied orbital energy (alpha / beta), eV: -7.6 / -11.2
Max |F|, eV/A: 3.07
HOMO (alpha / beta), eV: -18.67 / -18.67
ΔE to the lowest compared entry with this formula, charge and spin, kJ/mol: 116.7



Record 3
A 2-piece molecular cluster, H3OS overall. Source: OMol25; level of theory: ωB97M-V/def2-TZVPD.

ORCA input file:
```
! RIJCOSX wB97M-V def2-TZVPD def2/J DEFGRID3
* xyz 0 2
S -0.8060 0.9020 0.5591
H -0.7387 2.0083 -0.1977
H 1.9857 -1.3668 -0.2811
H 0.5648 -1.0654 -0.6636
O 1.3046 -1.6356 -0.9112
*
```

Gap between HOMO and LUMO (alpha / beta), eV: 11.481 / 7.253
Lowest unoccupied orbital energy (alpha / beta), eV: 0.8 / -3.0
Max |F|, eV/A: 0.40
HOMO (alpha / beta), eV: -10.67 / -10.21
ΔE to the lowest compared entry with this formula, charge and spin, kJ/mol: 0.5



Record 4
One molecule with the formula C5H9NO2 in a non-equilibrium geometry. Source: OMol25; level of theory: ωB97M-V/def2-TZVPD.

ORCA input file:
```
! RIJCOSX wB97M-V def2-TZVPD def2/J DEFGRID3
* xyz 0 1
N 1.4140 0.9321 -1.5559
C 0.6456 0.8094 -0.3109
C 0.3337 2.1778 0.3556
O -0.6084 2.6076 0.9319
C -0.5086 -0.1642 -0.2939
C -0.2247 -1.2702 0.7768
C -1.3137 -2.3073 0.7971
O -1.3207 -3.3843 0.2195
H 1.8002 1.7870 -1.7237
H 0.9424 0.5378 -2.3280
H 1.4835 0.4189 0.4075
H 1.2318 2.8307 0.0635
H -1.5103 0.4637 -0.0743
H -0.9075 -0.6990 -1.2363
H 0.7886 -1.7956 0.5521
H -0.0987 -0.7941 1.7998
H -2.1472 -2.1503 1.6193
*
```

Gap between HOMO and LUMO, eV: 10.071
Lowest unoccupied orbital energy, eV: 0.7
Max |F|, eV/A: 3.21
HOMO, eV: -9.42
ΔE to the lowest compared entry with this formula, charge and spin, kJ/mol: 262.6
SMILES: N[C@@H](C=O)CCC=O